{
  "formula": "C3H7NO2",
  "method": "ωB97M-V/def2-TZVPD",
  "charge": 0,
  "multiplicity": 1,
  "homo_lumo_gap_ev": 9.41,
  "e_homo_ev": -8.98,
  "total_energy_ev": -8806.6727,
  "smiles": "C/C(CO)=N/O",
  "symbols": ["C", "C", "N", "O", "C", "O", "H", "H", "H", "H", "H", "H", "H"],
  "coordinates": [[0.095, -1.579, 1.075], [0.234, -0.202, 0.471], [1.361, 0.415, 0.587], [1.437, 1.503, -0.224], [-0.834, 0.509, -0.307], [-0.320, 0.807, -1.763], [0.842, -1.689, 1.867], [-0.894, -1.777, 1.502], [0.296, -2.365, 0.331], [0.801, 1.289, -1.126], [-0.964, 1.514, 0.109], [-1.769, -0.047, -0.380], [-0.707, 1.636, -2.109]]
}